{
  "formula": "C29H38F4LaN3",
  "method": "the ωB97M-V functional and the def2-TZVPD basis",
  "orbital_gap_ev": 7.6,
  "e_tot_ev": -46889.148,
  "e_homo_ev": -7.219,
  "lumo_ev": 0.39,
  "multiplicity": 1,
  "symbols": ["La", "F", "F", "F", "F", "N", "N", "N", "C", "C", "C", "C", "C", "C", "C", "C", "C", "C", "C", "C", "C", "C", "C", "C", "C", "C", "C", "C", "C", "C", "C", "C", "C", "C", "C", "C", "C", "H", "H", "H", "H", "H", "H", "H", "H", "H", "H", "H", "H", "H", "H", "H", "H", "H", "H", "H", "H", "H", "H", "H", "H", "H", "H", "H", "H", "H", "H", "H", "H", "H", "H", "H", "H", "H", "H"],
  "xyz": [[0.31268, 0.00812, -0.27067], [2.35040, -4.98321, -0.55132], [2.13905, -0.54695, -2.22738], [3.10299, -5.80300, -2.91429], [2.91102, -1.41444, -4.60131], [-2.62291, 0.77321, 0.05456], [1.76803, -2.10787, -0.09855], [-0.17222, -1.55643, 2.01554], [3.03701, -3.65130, -3.85212], [2.78317, -2.31616, -3.61776], [-1.13212, -2.63952, 1.78756], [2.38289, 2.59455, -1.12883], [0.10944, 3.26506, 1.67774], [1.71013, -2.91812, 1.10913], [-0.58219, -0.74607, 3.16507], [3.19432, 1.14328, 1.51227], [-0.32743, 4.10955, -0.72743], [0.34420, 3.25429, 0.31067], [2.87227, -4.48896, -2.76917], [1.08362, 2.41631, 2.30040], [1.18143, -2.09263, 2.25632], [-3.51787, -0.32361, 0.41997], [-2.84432, 1.15080, -1.35844], [1.91168, 1.90548, 1.31042], [1.43847, 2.37008, 0.03800], [-3.03051, -1.42657, -4.14123], [-1.85088, -2.12529, -3.92776], [2.19295, -2.69689, -1.25259], [1.20762, 2.22346, 3.78448], [-1.27368, -0.64189, -2.06082], [2.47328, -4.04904, -1.52002], [-1.00455, -1.73941, -2.88756], [-2.48568, 0.02078, -2.29364], [2.39201, -1.88305, -2.37916], [-3.35708, -0.36136, -3.30522], [-2.89867, 1.92256, 0.91258], [-0.93152, 4.04909, 2.42649], [3.17202, 0.51321, 2.40444], [3.34549, -4.01769, -4.82161], [0.11348, 0.08026, 3.29665], [-3.37263, -0.57699, 1.47062], [-2.13833, -2.22979, 1.74883], [3.43349, 0.49008, 0.66891], [3.09094, 1.77198, -1.26434], [-1.59253, -2.96980, -4.55813], [1.84217, -1.24012, 2.42911], [-3.93596, 2.27035, 0.79353], [2.69955, -3.27758, 1.40719], [-2.22486, 2.03223, -1.55151], [-1.59413, 4.59303, 1.74997], [1.85716, 2.72622, -2.07991], [-0.47309, 4.79052, 3.08961], [1.17563, -2.70385, 3.16857], [-0.93407, -3.14043, 0.84052], [-1.08496, -3.37988, 2.59675], [-1.38334, 4.29188, -0.50973], [0.15120, 5.09200, -0.80003], [1.90265, 1.41956, 4.03539], [2.97370, 3.50225, -0.96468], [0.24517, 1.99548, 4.25435], [-1.55810, 3.40952, 3.05820], [-0.60189, -1.34480, 4.08463], [-3.89066, 1.45832, -1.50416], [-2.21813, 2.73367, 0.67081], [-1.58012, -0.33675, 2.99549], [-3.70226, -1.71530, -4.94113], [-0.27244, 3.65911, -1.72112], [-4.56961, -0.03235, 0.28362], [4.04317, 1.82437, 1.62985], [-4.29539, 0.16924, -3.44670], [1.57980, 3.13055, 4.27142], [-0.09799, -2.32445, -2.74248], [-3.31818, -1.19998, -0.19352], [-2.74410, 1.65089, 1.95940], [1.09009, -3.80985, 0.99524]],
  "atomic_forces_ev_per_a": [[0.01, -0.49, 1.32], [-0.01, -0.05, 0.01], [-0.25, 0.40, 0.21], [0.01, -0.01, -0.03], [0.01, -0.02, -0.02], [0.29, -0.09, -0.06], [-0.40, 0.19, -0.27], [0.06, 0.27, -0.35], [0.05, -0.09, -0.13], [0.02, 0.07, -0.05], [0.01, 0.00, -0.01], [-0.14, -0.12, -0.08], [-0.06, -0.25, 0.21], [0.06, -0.01, -0.16], [-0.03, -0.04, -0.06], [-0.01, 0.01, 0.04], [0.01, 0.03, 0.02], [-0.24, -0.14, -0.33], [0.01, -0.11, 0.10], [-0.38, -0.08, 0.08], [-0.08, 0.10, 0.05], [-0.04, 0.05, 0.00], [-0.02, -0.01, 0.04], [0.31, -0.13, -0.11], [0.78, 0.78, -0.07], [0.05, 0.01, 0.05], [-0.07, 0.02, 0.10], [0.02, 0.19, 0.37], [0.02, 0.08, -0.03], [-0.13, -0.25, -0.58], [0.06, -0.14, -0.02], [-0.05, 0.03, -0.19], [-0.08, 0.01, 0.01], [0.05, 0.02, -0.12], [-0.02, 0.00, -0.04], [-0.06, -0.02, 0.04], [0.09, 0.01, 0.02], [0.00, 0.04, 0.01], [-0.03, 0.02, 0.09], [-0.02, -0.06, -0.01], [-0.04, 0.04, -0.01], [0.03, -0.03, 0.02], [-0.01, -0.04, -0.01], [-0.02, 0.02, -0.01], [-0.03, 0.04, 0.03], [0.02, 0.03, 0.03], [0.01, -0.03, 0.01], [0.09, -0.03, 0.00], [0.01, 0.01, -0.02], [0.04, -0.01, 0.03], [0.02, -0.03, 0.02], [0.00, -0.04, -0.04], [-0.01, -0.02, 0.08], [0.01, 0.01, 0.01], [-0.01, -0.02, 0.00], [0.03, 0.01, -0.01], [-0.01, -0.02, -0.01], [-0.01, 0.01, 0.00], [0.04, -0.03, -0.06], [0.03, 0.03, -0.01], [0.04, 0.04, -0.02], [-0.02, -0.02, 0.03], [-0.03, 0.02, 0.03], [-0.06, -0.07, -0.01], [0.03, -0.01, -0.01], [0.02, 0.01, 0.03], [-0.01, 0.00, 0.01], [0.00, -0.01, -0.01], [0.01, 0.00, -0.03], [0.05, -0.03, 0.00], [0.00, -0.02, -0.02], [0.00, 0.01, -0.03], [0.01, 0.00, -0.02], [0.00, 0.01, -0.06], [0.00, -0.05, 0.00]],
  "lowdin_charge": [2.058, 0.070, -0.015, 0.090, 0.097, -0.300, -0.124, -0.346, 0.057, -0.234, -0.078, -0.067, -0.235, -0.258, -0.077, -0.055, -0.051, -0.286, -0.221, -0.239, -0.214, -0.093, -0.183, -0.354, -0.473, -0.092, -0.094, -0.221, -0.056, -0.292, -0.141, -0.142, -0.303, -0.187, -0.056, -0.095, -0.054, 0.057, 0.134, 0.053, 0.065, 0.062, 0.064, 0.061, 0.099, 0.101, 0.102, 0.127, 0.112, 0.070, 0.071, 0.083, 0.130, 0.090, 0.103, 0.061, 0.087, 0.069, 0.089, 0.069, 0.068, 0.101, 0.124, 0.041, 0.078, 0.098, 0.070, 0.100, 0.089, 0.106, 0.085, 0.072, 0.089, 0.082, 0.102]
}

{
  "formula": "C15H14N4O",
  "method": "the ωB97M-V functional and the def2-TZVPD basis",
  "orbital_gap_ev": 7.9,
  "e_tot_ev": -23780.659,
  "e_homo_ev": -8.157,
  "lumo_ev": -0.31,
  "multiplicity": 1,
  "symbols": ["O", "N", "N", "N", "N", "C", "C", "C", "C", "C", "C", "C", "C", "C", "C", "C", "C", "C", "C", "C", "H", "H", "H", "H", "H", "H", "H", "H", "H", "H", "H", "H", "H", "H"],
  "xyz": [[-0.21651, -2.05870, 1.97468], [-0.36583, 1.85030, -1.71164], [1.22508, -1.48101, -1.23739], [-0.98032, -1.91491, -0.23497], [3.41821, -0.73746, 0.45909], [-1.41316, 0.86506, -1.86208], [1.24714, 2.28453, 1.61314], [1.24673, -1.45184, 0.07312], [0.01235, -1.89284, 0.69081], [2.27106, -1.06488, 0.84164], [-0.91374, 0.91727, 1.84125], [-0.91878, 0.86233, 0.37936], [-1.94485, 0.53602, -0.72002], [0.23741, 1.51486, 2.19179], [-2.48840, -1.96541, 0.01987], [-0.07260, 1.82004, -0.51201], [2.38210, -0.66721, -1.76885], [1.15149, 2.12893, 0.09361], [-3.04965, -0.40207, -0.47842], [3.34877, -0.55666, -0.81234], [-3.58161, -0.40137, -1.52830], [4.38127, -0.08191, -1.30361], [-1.88784, 0.84031, -2.76319], [0.46291, 1.57704, 3.32772], [-3.22843, -2.72695, -0.04392], [-0.83042, -1.81914, -1.19011], [2.35159, -0.82326, -2.83251], [-1.62409, 0.37869, 2.38230], [1.83445, 2.82545, -0.46140], [-2.58785, -1.90461, 1.31513], [0.08600, 2.16163, -2.33391], [2.04331, 2.67705, 2.20447], [-3.77508, 0.05683, 0.55205], [2.17927, -1.34613, 1.83461]],
  "atomic_forces_ev_per_a": [[1.41, 0.55, -5.29], [-11.14, -7.66, 4.48], [3.40, 3.65, -1.59], [-4.02, -2.44, 1.92], [1.98, 0.72, -0.07], [1.06, 3.20, -1.23], [-2.52, -3.34, -5.87], [-1.98, -0.87, -2.35], [-3.88, -0.93, 4.81], [-1.02, -1.49, 3.78], [1.01, -0.23, -6.54], [-2.25, 3.76, -2.89], [1.65, -2.20, 5.32], [2.55, 2.34, 7.08], [1.50, 5.20, 5.26], [3.53, -2.98, 11.39], [-4.32, -5.35, 2.84], [1.35, 4.55, 2.75], [-2.37, -0.90, 1.14], [6.22, 4.27, -6.53], [0.11, -0.53, 2.39], [-2.41, -1.26, 1.28], [-1.07, -0.38, -2.51], [-0.91, -0.47, -1.39], [0.31, -1.25, -1.57], [1.19, 0.34, -1.48], [0.90, 0.98, -0.22], [-0.61, -0.63, 1.16], [-0.27, -0.95, 0.17], [0.72, 0.12, -3.65], [8.00, 5.39, -10.99], [0.45, 0.19, -0.18], [1.92, -1.46, -3.64], [-0.51, 0.06, 2.21]],
  "lowdin_charge": [-0.022, 0.158, 0.172, 0.045, 0.142, -0.019, -0.033, -0.261, -0.374, -0.126, -0.020, -0.016, -0.274, -0.194, -0.061, -0.285, -0.005, -0.011, -0.109, -0.218, 0.118, 0.157, 0.097, 0.125, 0.065, 0.083, 0.096, 0.091, 0.101, 0.163, 0.028, 0.083, 0.187, 0.120]
}

- What is the formula in the first record?
  C29H38F4LaN3

- Which value of multiplicity does entry 2 give?
  1

- What is the multiplicity in the second record?
  1